Entry 1:
C25H36AlN10OPS2 as an isolated structure, computed with wB97M-V/def2-TZVPD.

Computed properties:
* HOMO: -18.47 eV
* DFT total energy: -2976.08986 Ha
* ΔE to the lowest compared entry with this formula, charge and spin: 6.8 kcal per mole
* LUMO: -10.35 eV
* net charge: +4

Geometry as XYZ:
```
76
C25H36AlN10OPS2, DFT wB97M-V/def2-TZVPD
Al -1.282 0.345 -0.221
N -1.269 -3.060 0.692
C -2.387 -2.433 0.287
N -2.454 -1.119 0.053
C -3.775 -0.736 -0.278
C -4.638 -1.759 -0.365
S -3.866 -3.253 0.028
C -3.984 0.703 -0.404
C -5.115 1.415 -0.505
S -4.779 3.108 -0.521
C -3.102 2.785 -0.375
N -2.808 1.483 -0.338
N -2.190 3.764 -0.323
H -0.537 -2.535 1.141
H -1.306 -4.044 0.918
H -5.688 -1.738 -0.611
H -6.134 1.061 -0.553
H -2.468 4.734 -0.349
H -1.211 3.578 -0.188
O -0.357 0.765 1.178
C 0.124 1.133 2.310
C 0.541 2.535 2.553
C -0.539 3.074 3.557
C -1.914 2.355 3.559
C -2.021 1.041 4.363
C -1.324 -0.161 3.724
N 0.041 0.323 3.346
H 0.566 3.088 1.616
H 1.537 2.588 2.997
H -0.688 4.128 3.328
H -0.124 3.043 4.566
H -2.270 2.199 2.531
H -2.625 3.052 4.002
H -3.072 0.788 4.514
H -1.607 1.201 5.363
H -1.826 -0.498 2.817
H -1.224 -1.004 4.402
H 0.528 0.685 4.161
C 6.194 -0.514 -0.708
N 5.429 -1.575 -1.528
C 5.358 -2.858 -0.678
N 4.748 -2.586 0.575
C 5.498 -1.562 1.301
N 5.562 -0.313 0.546
C 4.268 0.352 0.435
P 2.984 -0.676 -0.446
C 4.058 -1.097 -1.917
C 3.327 -2.269 0.467
H 6.222 0.396 -1.306
H 7.203 -0.905 -0.580
H 5.963 -1.774 -2.377
H 6.388 -3.188 -0.545
H 4.804 -3.597 -1.255
H 6.511 -1.923 1.481
H 5.024 -1.380 2.264
H 4.397 1.295 -0.102
H 3.912 0.603 1.436
H 4.181 -0.226 -2.561
H 3.583 -1.886 -2.503
H 2.817 -3.091 -0.043
H 2.909 -2.203 1.475
N -0.284 1.024 -4.026
C -0.668 1.357 -2.807
N -0.574 0.327 -1.956
C -0.091 -0.758 -2.720
C 0.178 -2.079 -2.374
C 0.613 -2.914 -3.384
C 0.790 -2.458 -4.703
C 0.533 -1.149 -5.052
C 0.089 -0.318 -4.027
H -0.289 1.647 -4.824
H -1.025 2.345 -2.558
H 0.035 -2.457 -1.370
H 0.809 -3.956 -3.165
H 1.121 -3.154 -5.462
H 0.654 -0.795 -6.067
```

Atom charges from the Mulliken analysis, given in e for atoms 1 to 4: number 1, Al, carries -2.49; number 2, N, carries -0.28; number 3, C, carries 0.34; number 4, N, carries 0.75

Entry 2:
C25H36AsClIOP2Pt as an isolated structure in a non-equilibrium geometry, computed with wB97M-V/def2-TZVPD.

Computed properties:
* HOMO (alpha / beta): -16.90 / -16.90 eV
* 2S+1: 5
* DFT total energy: -4843.81927 Ha
* LUMO (alpha / beta): -9.95 / -12.45 eV
* net charge: +3

Geometry as XYZ:
```
68
C25H36AsClIOP2Pt, DFT wB97M-V/def2-TZVPD
C 0.429 1.665 -0.368
I -1.361 -0.161 1.147
H -0.322 2.491 -0.180
H 0.947 2.114 -1.296
H 1.347 1.791 0.309
Pt -4.203 3.554 -0.636
P -2.557 1.115 -1.899
C -1.555 -0.106 -2.883
C -4.180 0.279 -2.109
H -4.295 -0.009 -3.160
H -3.033 2.096 -4.081
H -4.977 0.954 -1.765
H -3.516 3.201 -2.729
H -1.559 -1.060 -2.349
H -4.124 -0.609 -1.476
C -2.752 2.488 -3.104
H -1.941 -0.252 -3.896
H -1.778 2.983 -3.154
H -0.517 0.239 -2.920
P -1.597 2.457 1.984
C -0.173 1.948 3.001
C -1.644 4.305 2.011
H -3.880 2.699 2.834
H -2.546 2.703 4.065
H -3.123 1.133 3.348
C -2.952 2.203 3.178
H -2.593 4.647 1.573
H -1.568 4.526 3.072
H -0.119 2.551 3.916
H 0.753 2.005 2.422
H -0.789 4.676 1.443
H -0.283 0.919 3.287
Cl -6.167 3.923 0.298
O 0.457 0.314 -0.731
As 1.217 -1.223 0.096
C 2.565 -0.803 -1.217
C 3.487 -1.871 -1.250
C 4.555 -1.830 -2.141
C 4.732 -0.739 -2.978
C 3.809 0.330 -2.939
C 2.732 0.259 -2.101
C 2.056 -0.893 1.822
C 1.625 -1.716 2.867
C 2.225 -1.681 4.126
C 3.292 -0.815 4.338
C 3.723 0.047 3.321
C 3.041 0.047 2.095
C 0.180 -2.772 -0.492
C -0.590 -3.480 0.396
C -1.348 -4.593 -0.010
C -1.270 -5.048 -1.324
C -0.435 -4.380 -2.243
C 0.226 -3.233 -1.831
H 3.291 -2.704 -0.561
H 5.220 -2.683 -2.144
H 5.556 -0.698 -3.674
H 3.931 1.229 -3.581
H 2.006 1.069 -2.158
H 0.786 -2.368 2.692
H 1.868 -2.353 4.910
H 3.813 -0.817 5.289
H 4.593 0.685 3.459
H 3.271 0.801 1.351
H -0.619 -3.167 1.438
H -2.024 -5.089 0.730
H -1.837 -5.919 -1.639
H -0.320 -4.747 -3.266
H 0.813 -2.630 -2.538
```

Atom charges from the Mulliken analysis, given in e for atoms 1 to 4: number 1, C, carries -1.11; number 2, I, carries 0.35; number 3, H, carries 0.09; number 4, H, carries 0.33

- Which value of DFT total energy does entry 2 give?
  -4843.81927 Ha

- Which value of DFT total energy does entry 2 give?
  -4843.81927 Ha

- Look up the DFT total energy of the first one.
  -2976.08986 Ha

- Number 2 is which compound?
  C25H36AsClIOP2Pt